P) {"formula": "C5H8S", "method": "the ωB97M-V functional and the def2-TZVPD basis", "smiles": "C1C[C@@H]2C[C@H]2S1", "homo_lumo_gap_ev": 9.3, "total_charge": 0, "e_homo_ev": -8.3, "species": ["C", "C", "C", "C", "C", "S", "H", "H", "H", "H", "H", "H", "H", "H"], "coordinates": [[-0.707, 0.450, 1.490], [0.371, -0.574, 0.859], [-0.239, -0.617, -0.514], [0.332, -0.360, -1.865], [0.035, 0.796, -0.865], [-0.989, 1.681, 0.151], [-1.612, 0.097, 1.987], [-0.257, 0.956, 2.356], [0.501, -1.607, 1.673], [1.407, -0.030, 0.909], [-1.362, -0.917, -0.821], [1.498, -0.099, -1.983], [-0.053, -0.773, -2.766], [1.073, 0.997, -0.612]], "mulliken_charge": [-0.577, -0.490, -0.008, -0.533, -0.228, -0.205, 0.355, 0.354, 0.250, 0.218, 0.193, 0.161, 0.350, 0.161]}

Q) {"formula": "C5H8S", "method": "the ωB97M-V functional and the def2-TZVPD basis", "smiles": "CC(C)=CC=S", "homo_lumo_gap_ev": 7.9, "total_charge": 0, "e_homo_ev": -8.1, "species": ["C", "C", "C", "C", "C", "S", "H", "H", "H", "H", "H", "H", "H", "H"], "coordinates": [[1.753, 0.276, 0.214], [0.261, 0.044, 0.045], [-0.074, -1.446, 0.137], [-0.560, 1.098, -0.201], [-1.977, 0.934, -0.465], [-2.664, -0.380, -0.023], [2.022, 1.299, 0.508], [2.417, 0.083, -0.745], [2.098, -0.435, 0.936], [-0.361, -1.632, 1.225], [0.773, -2.105, -0.030], [-0.948, -1.510, -0.468], [-0.183, 2.096, -0.319], [-2.557, 1.678, -0.813]], "mulliken_charge": [-1.353, 0.969, -1.196, -0.455, -0.247, -0.402, 0.359, 0.250, 0.365, 0.319, 0.355, 0.286, 0.309, 0.441]}

Most stable structure - Q); separation to the second - 275.6 kJ/mol.

P) {"formula": "C5H8S", "method": "the ωB97M-V functional and the def2-TZVPD basis", "smiles": "C=C[C@H](C)C=S", "homo_lumo_gap_ev": 8.6, "total_charge": 0, "e_homo_ev": -8.8, "species": ["C", "C", "C", "C", "C", "S", "H", "H", "H", "H", "H", "H", "H", "H"], "coordinates": [[1.995, 0.313, -0.237], [0.776, 0.876, -0.232], [-0.617, 0.302, 0.178], [-0.457, -0.975, 1.020], [-1.381, 0.092, -1.147], [-2.398, -1.113, -1.415], [2.859, 0.866, -0.696], [2.120, -0.555, 0.390], [0.607, 1.908, -0.621], [-1.009, 1.073, 0.855], [0.166, -0.659, 1.845], [-1.426, -1.231, 1.489], [-0.041, -1.816, 0.429], [-1.196, 0.918, -1.857]], "mulliken_charge": [-0.678, -0.374, 0.703, -1.704, -0.252, -0.226, 0.243, 0.260, 0.283, 0.233, 0.452, 0.407, 0.382, 0.270]}

Q) {"formula": "C5H8S", "method": "the ωB97M-V functional and the def2-TZVPD basis", "homo_lumo_gap_ev": 9.4, "total_charge": 0, "e_homo_ev": -8.4, "species": ["C", "C", "C", "C", "C", "H", "H", "H", "H", "H", "H", "H", "H", "S"], "coordinates": [[-0.598, 1.251, 0.024], [0.302, -1.006, -0.087], [1.103, -0.127, -1.033], [0.884, 0.872, 0.079], [0.968, -0.349, 1.106], [-0.821, 1.876, -0.850], [-0.955, 1.811, 0.854], [0.391, -2.065, -0.303], [2.141, -0.411, -1.143], [0.643, 0.059, -2.015], [1.578, 1.644, 0.204], [0.460, -0.211, 2.059], [2.118, -0.529, 1.108], [-1.344, -0.376, -0.028]], "mulliken_charge": [-0.770, -0.122, -0.702, -0.392, -0.643, 0.355, 0.406, 0.446, 0.302, 0.273, 0.515, 0.324, 0.237, -0.229]}

R) {"formula": "C5H8S", "method": "the ωB97M-V functional and the def2-TZVPD basis", "homo_lumo_gap_ev": 8.4, "total_charge": 0, "e_homo_ev": -8.4, "species": ["C", "C", "C", "C", "C", "S", "H", "H", "H", "H", "H", "H", "H", "H"], "coordinates": [[0.404, -1.254, 0.035], [1.686, -1.490, 0.057], [0.110, 0.163, 0.043], [-0.685, 0.653, 1.211], [-0.555, 0.518, -1.285], [1.875, 0.815, -0.052], [-0.385, -1.978, -0.065], [2.638, -1.949, 0.125], [-0.654, 1.780, 1.160], [-0.498, 0.436, 2.236], [-1.717, 0.330, 1.134], [-1.525, 0.062, -1.321], [0.104, 0.372, -2.098], [-0.797, 1.543, -1.183]], "mulliken_charge": [-0.788, -0.266, 1.102, -1.356, -1.447, -0.264, 0.327, 0.469, 0.307, 0.400, 0.331, 0.397, 0.412, 0.377]}

Most stable structure - Q); separation to the second - 40.5 kJ/mol.

P) {"formula": "C3H7O2S", "method": "the ωB97M-V functional and the def2-TZVPD basis", "homo_lumo_gap_ev": 6.5, "total_charge": -1, "e_homo_ev": -3.8, "species": ["C", "S", "C", "H", "H", "H", "H", "H", "H", "O", "C", "O", "H"], "coordinates": [[0.128, -0.156, 1.594], [0.725, -1.502, 2.677], [-0.111, -2.915, 1.911], [0.632, 0.700, 2.042], [-0.941, 0.007, 1.594], [0.546, -0.324, 0.612], [-0.996, -2.592, 1.371], [0.505, -3.442, 1.183], [-0.401, -3.616, 2.689], [-0.841, 3.392, -3.194], [-0.610, 2.190, -2.974], [-0.058, 1.330, -3.697], [-0.859, 1.816, -1.933]], "mulliken_charge": [-0.860, -0.095, -0.788, 0.297, 0.303, 0.322, 0.259, 0.269, 0.288, -0.642, 0.222, -0.655, 0.080]}

Q) {"formula": "C3H7O2S", "method": "the ωB97M-V functional and the def2-TZVPD basis", "homo_lumo_gap_ev": 8.3, "total_charge": -1, "e_homo_ev": -4.5, "species": ["C", "C", "S", "H", "H", "H", "H", "H", "H", "O", "C", "O", "H"], "coordinates": [[-0.651, 1.700, 1.595], [-0.158, 0.514, 0.700], [-1.183, -0.975, 0.891], [-0.632, 2.618, 1.010], [-0.113, 1.657, 2.539], [-1.704, 1.596, 1.870], [-0.045, 0.856, -0.320], [0.784, 0.279, 1.179], [-0.557, -1.568, -0.210], [0.273, -2.215, -1.509], [1.088, -1.671, -2.304], [1.799, -0.677, -2.107], [1.099, -2.114, -3.333]], "mulliken_charge": [-1.002, -0.271, -0.392, 0.284, 0.261, 0.288, 0.292, 0.222, 0.279, -0.673, 0.021, -0.626, 0.316]}

Most stable structure - Q); separation to the second - 26.9 kJ/mol.

P) {"formula": "C3H7O2S", "method": "the ωB97M-V functional and the def2-TZVPD basis", "homo_lumo_gap_ev": 7.6, "total_charge": -1, "e_homo_ev": -4.1, "species": ["C", "S", "C", "H", "H", "H", "H", "H", "H", "O", "C", "O", "H"], "coordinates": [[1.423, -0.785, 1.031], [0.869, -1.918, -0.274], [0.157, -0.877, -1.595], [1.268, -1.260, 1.994], [1.012, 0.216, 0.942], [2.507, -0.687, 0.908], [-0.755, -0.539, -1.110], [0.762, -0.001, -1.810], [0.007, -1.486, -2.477], [-0.830, 1.326, 0.006], [-1.813, 1.813, 0.606], [-2.894, 1.288, 0.922], [-1.714, 2.911, 0.856]], "mulliken_charge": [-0.664, -0.159, -0.606, 0.253, 0.212, 0.251, 0.181, 0.215, 0.305, -0.555, -0.089, -0.649, 0.307]}

Q) {"formula": "C3H7O2S", "method": "the ωB97M-V functional and the def2-TZVPD basis", "homo_lumo_gap_ev": 7.6, "total_charge": -1, "e_homo_ev": -4.2, "species": ["C", "C", "S", "H", "H", "H", "H", "H", "H", "O", "C", "O", "H"], "coordinates": [[1.105, -0.966, -0.253], [1.130, 0.522, 0.032], [1.698, 0.904, 1.738], [2.096, -1.402, -0.340], [0.511, -1.486, 0.486], [0.677, -1.143, -1.245], [0.121, 0.929, -0.015], [1.820, 1.066, -0.609], [0.694, 0.313, 2.396], [-2.077, -0.802, -0.158], [-2.433, 0.319, -0.556], [-2.009, 1.441, -0.234], [-3.334, 0.303, -1.244]], "mulliken_charge": [-0.970, -0.103, -0.314, 0.356, 0.263, 0.266, 0.045, 0.323, 0.112, -0.614, -0.046, -0.664, 0.347]}

Most stable structure - Q); separation to the second - 32.1 kJ/mol.